(1)
Computed, not measured: a cluster of 8 separate species, C45H129FN21O10P7 in total at a distorted geometry, with wB97M-V/def2-TZVPD.

Each line ends with the Mulliken charge.
CARTESIAN COORDINATES (ANGSTROEM)
C -3.7729 -3.2586 0.4669  0.957
C -3.6242 -4.7843 0.6785  0.391
O -4.1103 -4.9503 1.9843  -0.370
C -4.0044 -3.7899 2.6590  0.558
O -4.1142 -3.6908 3.8353  -0.563
O -3.7715 -2.7770 1.8195  -0.305
F -2.3023 -5.1044 0.6499  -0.121
H -4.6902 -3.0117 -0.0705  -0.112
H -2.9494 -2.7438 -0.0200  -0.779
H -4.1975 -5.3235 -0.0719  0.384
O 4.6217 0.6164 -7.9741  -0.874
P 3.9036 1.6386 -7.1968  0.427
N 4.4914 1.7553 -5.6106  0.543
C 4.4133 2.9336 -4.7778  -0.940
C 4.9238 0.5422 -4.9264  -1.149
N 2.2155 1.4689 -6.9828  0.218
C 1.4368 2.5472 -6.3947  -0.994
C 1.7600 0.1118 -6.6483  -0.889
N 4.1368 3.1819 -7.8428  0.336
C 3.2244 3.6046 -8.9007  -1.145
C 5.4743 3.7287 -7.9430  -0.958
H 5.3999 3.2483 -4.4221  0.330
H 3.8585 2.6544 -3.8695  0.103
H 3.8598 3.7368 -5.2564  0.352
H 5.9830 0.6071 -4.6685  0.331
H 4.7374 -0.3807 -5.4702  0.298
H 4.3240 0.4499 -4.0116  0.287
H 1.8878 3.5285 -6.5455  0.401
H 0.4424 2.5205 -6.8440  0.417
H 1.3033 2.5073 -5.3046  0.124
H 0.7731 0.0341 -6.1967  0.364
H 1.7679 -0.4750 -7.5655  0.263
H 2.4819 -0.2546 -5.9129  0.199
H 3.1876 4.6992 -8.8693  0.383
H 3.5821 3.3018 -9.8889  0.324
H 2.1937 3.2959 -8.7433  0.375
H 5.3881 4.7224 -8.3868  0.348
H 6.1268 3.1912 -8.6414  0.292
H 5.9282 3.7505 -6.9539  0.266
O 5.4856 -4.0017 2.0319  -0.853
P 4.6404 -2.8529 2.4181  0.325
N 3.1990 -3.1749 3.1955  0.734
C 3.2764 -3.8294 4.4846  -1.259
C 2.0320 -3.5149 2.3906  -1.287
N 4.1891 -1.8142 1.1637  0.356
C 3.9128 -2.3574 -0.1710  -0.851
C 3.5020 -0.5621 1.4425  -0.961
N 5.4023 -1.8317 3.5486  0.309
C 4.7625 -0.8441 4.4040  -1.245
C 6.8133 -1.5518 3.3445  -1.127
H 2.4708 -3.6132 5.1918  0.357
H 4.1987 -3.5908 5.0140  0.406
H 3.2911 -4.9187 4.3478  0.354
H 1.4556 -4.3502 2.7934  0.543
H 2.1942 -3.7265 1.3342  0.193
H 1.3374 -2.6670 2.4330  0.160
H 3.9952 -3.4436 -0.1941  0.393
H 2.8584 -2.1622 -0.3887  0.030
H 4.5464 -1.8552 -0.9020  0.369
H 4.1370 0.0670 2.0603  0.136
H 3.4345 0.0134 0.5142  0.507
H 2.4958 -0.7608 1.8195  0.293
H 5.0138 0.1517 4.0116  0.311
H 3.6877 -0.9456 4.4933  0.286
H 5.3008 -0.8000 5.3604  0.504
H 7.3192 -1.6435 4.3109  0.355
H 6.9876 -0.5356 2.9705  0.286
H 7.1901 -2.2884 2.6362  0.392
O -2.0017 -0.3333 -0.1487  -1.167
P -0.8657 0.0357 -1.0079  -0.077
N 0.2322 1.1178 -0.3444  1.748
C 0.9501 2.0910 -1.1539  -0.776
C 0.0082 1.5070 1.0609  -1.292
N -1.2670 0.7084 -2.5257  0.420
C -1.8465 -0.1854 -3.5283  -0.977
C -2.0464 1.9473 -2.4196  -0.781
N 0.0767 -1.2777 -1.5042  0.714
C 1.0959 -1.1769 -2.5406  -1.069
C -0.1614 -2.5792 -0.8914  -1.411
H 1.0059 1.7226 -2.1751  0.402
H 1.9593 2.2657 -0.7668  0.364
H 0.5069 3.0920 -1.1223  -0.383
H -1.0599 1.6839 1.2296  0.402
H 0.5813 2.3635 1.3977  0.216
H 0.1919 0.6292 1.6851  0.101
H -1.9595 0.2837 -4.5046  0.417
H -1.1739 -1.0250 -3.7135  0.338
H -2.7787 -0.6266 -3.1629  0.048
H -3.0852 1.6657 -2.2117  0.027
H -1.6751 2.5671 -1.6039  0.199
H -2.0214 2.5106 -3.3531  0.333
H 2.0547 -0.8774 -2.1189  0.042
H 1.2408 -2.1691 -2.9750  0.495
H 0.7662 -0.5592 -3.3750  0.420
H 0.6400 -3.2434 -1.2125  0.540
H -1.1731 -2.9431 -1.0707  0.253
H -0.0579 -2.5697 0.2012  0.374
O -8.5507 0.8243 -2.9766  -0.859
P -8.1769 0.4306 -1.6145  0.277
N -8.3424 -1.1960 -1.2506  0.294
C -7.8627 -1.7485 0.0119  -1.077
C -9.3970 -1.9727 -1.9191  -1.079
N -9.0290 1.2369 -0.3853  0.400
C -10.3683 1.7543 -0.6584  -1.094
C -8.5309 1.6110 0.9200  -1.115
N -6.5799 0.7302 -1.1873  0.522
C -6.1268 2.0933 -0.9606  -1.164
C -5.4914 -0.1135 -1.6654  -1.415
H -6.8634 -1.3641 0.2059  0.294
H -7.7611 -2.8346 -0.0360  0.424
H -8.5816 -1.5066 0.7996  0.285
H -9.8748 -1.3703 -2.6860  0.368
H -10.0802 -2.3645 -1.1629  0.321
H -8.9502 -2.8464 -2.4015  0.337
H -11.0468 1.3684 0.1065  0.319
H -10.2920 2.8451 -0.5736  0.344
H -10.7296 1.4919 -1.6489  0.298
H -7.5864 1.1235 1.1603  0.293
H -8.3754 2.6968 0.9137  0.374
H -9.1938 1.3440 1.7478  0.331
H -5.8488 2.2545 0.0879  0.342
H -5.2546 2.3680 -1.5554  0.300
H -6.8585 2.8893 -1.1195  0.379
H -5.1929 0.1790 -2.6783  0.397
H -5.7337 -1.1683 -1.5570  0.457
H -4.5804 0.0569 -1.0810  0.445
O -2.1866 -8.9417 -1.0125  -0.909
P -1.3165 -9.0388 0.1770  0.210
N -0.2670 -7.7154 0.2878  0.604
C 0.3467 -7.2916 1.5299  -0.953
C -0.0106 -6.8722 -0.8713  -0.976
N -0.3413 -10.3881 0.2231  0.313
C -0.9258 -11.7057 0.2500  -1.091
C 1.0847 -10.3395 0.5130  -0.896
N -2.2363 -9.0924 1.5736  0.503
C -1.8043 -9.6769 2.8376  -1.094
C -3.4485 -8.2901 1.7243  -1.018
H -0.0853 -6.3233 1.8065  -0.018
H 1.4341 -7.1739 1.4805  0.402
H 0.1425 -8.0235 2.3107  0.340
H -0.5305 -7.3010 -1.7277  0.388
H 1.0578 -6.8004 -1.0841  0.270
H -0.4502 -5.8764 -0.7643  0.069
H -0.6353 -12.3912 -0.5460  0.368
H -0.8220 -12.2033 1.2226  0.371
H -2.0129 -11.5951 0.1872  0.332
H 1.5590 -11.1191 -0.0815  0.374
H 1.5766 -9.3996 0.2581  0.235
H 1.3358 -10.4091 1.5785  0.260
H -1.5577 -8.9480 3.6090  0.316
H -2.5952 -10.3628 3.1617  0.398
H -1.0121 -10.4035 2.6421  0.280
H -3.8609 -8.0143 0.7554  0.239
H -3.1363 -7.3296 2.1549  0.346
H -4.1456 -8.7508 2.4203  0.327
O 2.6204 1.5432 3.6554  -0.850
P 1.7567 2.0419 4.7318  0.354
N 2.6192 3.0245 5.7773  0.356
C 4.0839 3.0575 5.7419  -1.101
C 2.0098 3.8289 6.8318  -1.061
N 1.0566 0.8489 5.7274  0.454
C -0.1899 0.1634 5.3307  -1.062
C 1.9194 0.0529 6.6034  -0.802
N 0.3752 2.9611 4.3170  1.012
C -0.7810 3.0790 5.2418  -1.207
C 0.6484 4.1473 3.5225  -2.054
H 4.5012 2.9120 4.7503  0.221
H 4.5113 2.3456 6.4564  0.254
H 4.3698 4.0476 6.1033  0.504
H 1.1627 3.3142 7.2832  0.335
H 1.6784 4.7846 6.4151  0.212
H 2.7284 4.0608 7.6161  0.481
H -0.1283 -0.9101 5.5042  0.412
H -1.0246 0.5822 5.8890  0.219
H -0.3632 0.3045 4.2632  0.233
H 1.4454 0.0263 7.5891  0.365
H 2.0484 -0.9531 6.2048  0.080
H 2.8653 0.5655 6.7769  0.228
H -1.5960 2.5278 4.7769  0.282
H -0.4684 2.6276 6.1791  0.475
H -1.0832 4.1066 5.4395  0.269
H 0.0081 4.2435 2.6445  0.524
H 1.6527 4.1172 3.0852  0.453
H 0.6793 5.0327 4.1622  0.453
O 1.6515 7.1353 1.7720  -0.863
P 1.5645 7.4354 0.3375  0.061
N 1.8160 9.0829 0.0252  0.246
C 2.2997 9.5531 -1.2769  -0.988
C 1.2437 10.0855 0.8918  -1.061
N 0.1518 6.9645 -0.4230  0.667
C -0.7070 7.7426 -1.2717  -1.062
C -0.3002 5.6529 -0.0583  -1.119
N 2.8135 6.6632 -0.4814  0.407
C 3.7934 5.8608 0.2284  -0.982
C 2.6298 6.2211 -1.8824  -0.453
H 3.3752 9.3536 -1.2831  0.291
H 2.1134 10.6036 -1.4799  0.393
H 1.8701 8.9582 -2.0855  0.273
H 1.2736 9.8432 1.9524  0.292
H 0.2197 10.3698 0.6093  0.323
H 1.7551 11.0521 0.8279  0.419
H -0.1421 8.6101 -1.6078  0.343
H -1.0763 7.1621 -2.1224  0.311
H -1.5957 8.1022 -0.7380  0.315
H -0.1801 4.9830 -0.9264  0.297
H 0.2342 5.1281 0.7304  -0.069
H -1.3704 5.6012 0.1685  0.516
H 4.6728 5.7024 -0.3960  0.347
H 4.1848 6.3328 1.1304  0.285
H 3.3582 4.9116 0.5611  0.291
H 3.5788 6.0155 -2.3767  0.398
H 2.1398 7.0206 -2.4290  0.175
H 2.0734 5.2798 -1.8542  -0.087

Properties
Energy above the lowest of the compared OMol25 structures with the same formula, charge and spin   0.00 kJ/mol
Total charge   0
Molar mass   1360.48 g/mol
E_HOMO   -0.3052 Ha
Gap between HOMO and LUMO   8.4709 eV

(2)
Computed, not measured: an isolated molecule of CH3ClN2O2 at a distorted geometry, with wB97M-V/def2-TZVPD.

Each line ends with the natural charge from an NBO analysis.
CARTESIAN COORDINATES (ANGSTROEM)
C -0.4118 -0.3983 -0.9507  -0.270
N 0.4344 0.0698 1.3514  0.015
N 0.3122 0.4948 -0.1051  0.152
O 1.0039 0.7177 2.1835  -0.329
O 1.0463 1.3841 -0.4669  -0.354
Cl -2.2123 -0.1520 -1.1038  -0.035
H 0.1398 -0.1006 -1.8769  0.257
H -0.0787 -1.3538 -0.6480  0.222
H -0.2337 -0.6618 1.6164  0.342

Properties
Energy above the lowest of the compared OMol25 structures with the same formula, charge and spin   324.32 kJ/mol
Total charge   0
Molar mass   110.50 g/mol
E_HOMO (alpha / beta)   -0.3273 / -0.3303 Ha
Gap between HOMO and LUMO (alpha / beta)   9.1587 / 8.8439 eV

(3)
Computed, not measured: a structure of composition C33H71Br10N5O11 at a distorted geometry, with wB97M-V/def2-TZVPD.

Each line ends with the Mulliken charge.
CARTESIAN COORDINATES (ANGSTROEM)
C -16.2668 -8.4807 -16.9322  -1.030
C -17.1199 -7.2949 -17.3493  -0.264
O -17.3166 -7.2876 -18.7794  -0.281
C -18.1880 -8.2609 -19.3788  0.639
O -18.8045 -9.1724 -18.7780  -0.568
O -18.1268 -7.9337 -20.6742  -0.248
C -18.7712 -8.6560 -21.6881  -0.703
H -16.6123 -9.4531 -17.2831  0.295
H -16.0978 -8.3976 -15.8586  0.352
H -15.3141 -8.4001 -17.4556  0.282
H -16.7197 -6.3641 -16.9474  0.341
H -18.0960 -7.2491 -16.8663  0.303
H -19.8365 -8.6092 -21.4621  0.325
H -18.4700 -9.6872 -21.8728  0.296
H -18.6486 -8.0010 -22.5507  0.259
C -15.1210 -9.6987 -30.4844  -1.242
C -15.1982 -9.4772 -29.0200  -0.177
O -15.8857 -10.5871 -28.6527  -0.173
C -16.4038 -10.7030 -27.4886  0.668
O -16.3314 -9.9136 -26.5844  -0.589
O -16.9250 -11.9525 -27.4530  -0.289
C -17.0956 -12.6744 -26.2253  -0.637
H -14.7268 -8.8135 -30.9835  0.414
H -16.0003 -10.0625 -31.0160  0.296
H -14.3168 -10.3762 -30.7714  0.316
H -15.7730 -8.5960 -28.7351  0.297
H -14.2893 -9.6416 -28.4411  0.293
H -16.9875 -13.7434 -26.4083  0.256
H -18.0106 -12.3478 -25.7310  0.271
H -16.3020 -12.4370 -25.5168  0.297
C -23.4355 -11.0508 -25.9498  0.166
O -22.4423 -11.2953 -25.2336  -0.598
N -23.4031 -10.3260 -27.0539  0.081
C -24.3643 -10.3963 -28.0724  -0.883
C -22.1897 -9.6975 -27.5454  -1.030
H -24.4504 -11.4006 -25.7050  0.274
H -25.3114 -10.8440 -27.7713  0.332
H -23.8652 -10.8156 -28.9460  0.321
H -24.6082 -9.3844 -28.3959  0.290
H -22.4061 -8.9029 -28.2594  0.350
H -21.8116 -9.2354 -26.6334  0.319
H -21.6440 -10.5396 -27.9710  0.378
C -17.1881 -18.3644 -22.6652  0.103
O -17.2462 -17.1930 -22.3495  -0.563
N -16.0853 -18.9724 -23.1544  0.123
C -16.1262 -20.3021 -23.7234  -0.872
C -14.8559 -18.2199 -23.4546  -0.962
H -18.0701 -19.0050 -22.5107  0.282
H -15.2253 -20.8812 -23.5206  0.289
H -16.3943 -20.3248 -24.7796  0.341
H -16.9408 -20.9546 -23.4092  0.309
H -14.9924 -17.9689 -24.5065  0.385
H -14.8218 -17.2415 -22.9754  0.275
H -13.8929 -18.6638 -23.2024  0.295
C -16.9323 -3.2590 -30.0298  0.089
O -16.2215 -3.9611 -29.2675  -0.607
N -18.1602 -3.6364 -30.4411  0.093
C -18.9248 -2.9688 -31.5068  -0.972
C -18.7362 -4.9497 -30.0684  -1.007
H -16.5609 -2.4150 -30.6314  0.328
H -19.1591 -1.9660 -31.1496  0.377
H -19.8881 -3.4780 -31.5342  0.357
H -18.5151 -2.8989 -32.5145  0.313
H -19.6854 -4.7183 -29.5850  0.359
H -18.7957 -5.5546 -30.9732  0.365
H -18.2119 -5.5131 -29.2966  0.307
C -17.1341 -16.4483 -30.9305  0.272
O -17.1276 -16.8506 -29.7561  -0.675
N -17.6259 -17.0760 -31.9608  0.081
C -17.7764 -16.5308 -33.3427  -0.863
C -18.1209 -18.4393 -31.8099  -0.968
H -16.7467 -15.4673 -31.2463  0.259
H -17.0469 -16.9603 -34.0293  0.332
H -17.4510 -15.4905 -33.3526  0.290
H -18.7793 -16.6267 -33.7586  0.304
H -17.5543 -18.8519 -30.9752  0.317
H -19.2051 -18.3888 -31.7099  0.304
H -17.8882 -19.0634 -32.6727  0.344
C -20.9483 -10.9707 -34.5064  0.155
O -19.7596 -10.7853 -34.3939  -0.589
N -21.9401 -10.1326 -34.1556  0.135
C -23.2978 -10.5078 -34.4797  -0.922
C -21.5912 -8.7894 -33.7834  -0.959
H -21.4374 -11.9031 -34.8282  0.277
H -23.6048 -9.7525 -35.2031  0.333
H -23.9221 -10.4290 -33.5896  0.273
H -23.5202 -11.4082 -35.0522  0.354
H -20.5344 -8.7500 -33.5193  0.311
H -21.8098 -7.9840 -34.4845  0.308
H -22.1004 -8.5784 -32.8430  0.323
Br -12.5410 -13.8903 -34.3280  -0.177
C -13.3652 -13.3325 -36.1186  -0.556
C -14.0251 -11.9394 -36.0830  -0.583
Br -14.8251 -11.4867 -37.8078  -0.136
H -14.1904 -14.0398 -36.2011  0.356
H -12.6000 -13.2777 -36.8930  0.382
H -13.3912 -11.1383 -35.7029  0.394
H -14.8905 -11.9522 -35.4204  0.321
Br -14.6098 -6.3194 -35.9551  -0.169
C -16.6288 -6.2358 -36.2511  -0.473
C -16.8137 -5.0325 -37.1234  -0.649
Br -18.6025 -4.1670 -36.9469  -0.186
H -17.1560 -6.0019 -35.3262  0.306
H -17.0195 -7.2177 -36.5183  0.393
H -16.6220 -5.2970 -38.1633  0.388
H -16.0776 -4.2733 -36.8593  0.390
Br -13.9116 -14.9730 -19.5002  -0.128
C -14.9878 -13.3608 -19.9506  -0.685
C -14.1482 -12.2609 -20.5654  -0.475
Br -12.8731 -11.9529 -19.0940  -0.147
H -15.4184 -13.0214 -19.0085  0.389
H -15.7666 -13.6373 -20.6613  0.380
H -14.6441 -11.2934 -20.6443  0.310
H -13.7430 -12.5985 -21.5193  0.352
Br -14.8424 -4.0345 -22.8903  -0.173
C -14.2671 -5.8563 -23.2648  -0.593
C -12.9074 -6.0521 -22.6205  -0.617
Br -12.2453 -7.7139 -23.3961  -0.151
H -14.0882 -5.8283 -24.3397  0.382
H -14.8767 -6.7081 -22.9632  0.405
H -12.9246 -6.3522 -21.5728  0.316
H -12.3539 -5.1455 -22.8648  0.433
Br -11.3918 -13.4402 -27.6797  -0.138
C -11.5970 -15.3684 -27.7894  -0.505
C -10.3864 -16.0514 -27.2470  -0.612
Br -10.5358 -18.0200 -27.2442  -0.164
H -11.8704 -15.6421 -28.8084  0.381
H -12.3661 -15.6372 -27.0654  0.291
H -10.2573 -15.7669 -26.2027  0.365
H -9.5083 -15.7069 -27.7932  0.382

Properties
Energy above the lowest of the compared OMol25 structures with the same formula, charge and spin   482.18 kJ/mol
Total charge   0
Molar mass   1513.00 g/mol
E_HOMO   -0.3358 Ha
Gap between HOMO and LUMO   8.9999 eV

- Which value of energy above the lowest of the compared OMol25 structures with the same formula, charge and spin does entry 1 give?
  0.00 kJ/mol